# 1
Entry from the OMol25 dataset: a structure of composition C39H31GaN8O2P in a non-equilibrium geometry (the ωB97M-V functional and the def2-TZVPD basis).

## Properties
LUMO energy (spin up / spin down) = -2.83 / -2.54 eV
Electronic energy = -4358.91343 a.u.
Total charge = +1
HOMO level (spin up / spin down) = -0.3118 / -0.3270 Eh

```
82
Properties=species:S:1:pos:R:3:forces:R:3
Ga -0.45661 -1.82387 -0.57205 4.09 1.65 -0.93
O -1.79690 -2.41471 -1.68841 -5.88 -1.93 -8.00
C -2.12557 -2.90942 -0.67230 -1.12 -4.77 7.17
C -2.55955 -3.52204 0.54570 0.12 0.92 -3.11
C -3.73177 -4.28832 0.55976 -1.45 -1.03 0.85
C -4.15926 -4.88415 1.74559 0.17 0.36 -1.00
C -3.41852 -4.71454 2.91224 0.38 0.10 0.55
C -2.24860 -3.95002 2.89766 -0.09 0.09 -0.44
C -1.80274 -3.34447 1.71249 0.38 -0.26 1.52
P -0.29524 -2.33156 1.59787 -0.72 -2.15 3.38
C 1.02878 -3.42637 2.19978 0.74 -0.33 0.03
C 2.20924 -2.88900 2.73955 0.17 -0.09 0.08
C 3.26095 -3.71428 3.15142 -0.30 0.15 -0.18
C 3.16395 -5.09468 3.00486 -0.06 0.05 -0.03
C 2.02111 -5.64785 2.43815 -0.13 0.36 -0.10
C 0.96932 -4.82078 2.03153 -0.01 -0.11 -0.05
C -0.62534 -1.11545 2.91487 0.00 0.86 0.36
C -0.27933 -1.27847 4.26308 0.04 0.04 0.17
C -0.58936 -0.29560 5.20924 -0.08 -0.09 -0.35
C -1.26083 0.86192 4.82437 0.04 0.01 0.04
C -1.62195 1.03981 3.49314 0.25 -0.47 -0.08
C -1.30515 0.06098 2.54778 -0.17 -0.07 1.48
H -4.31513 -4.42191 -0.34866 0.18 0.07 0.15
H -5.07023 -5.47801 1.76004 0.18 0.11 -0.05
H -3.75035 -5.17634 3.83974 0.11 0.11 -0.19
H -1.68867 -3.83825 3.82311 0.00 0.05 -0.17
H 2.33042 -1.81141 2.83994 -0.06 -0.25 0.13
H 4.16082 -3.27454 3.57329 -0.18 -0.03 -0.06
H 3.98459 -5.73631 3.31428 -0.14 0.11 -0.02
H 1.94898 -6.72338 2.29612 -0.04 0.21 0.02
H 0.10948 -5.29290 1.56196 -0.02 0.20 0.15
H 0.22850 -2.17593 4.60677 0.01 0.09 -0.17
H -0.30864 -0.43858 6.24947 -0.04 -0.02 -0.19
H -1.50500 1.62265 5.56108 0.05 -0.13 -0.09
H -2.15141 1.93807 3.18585 0.03 -0.10 0.05
H -1.60205 0.22741 1.51311 -0.13 -1.06 3.53
C 4.39477 0.24422 -1.73589 0.32 -0.08 -0.35
N 3.18214 -0.08248 -1.00217 -1.05 -0.44 -0.40
C 2.05884 -0.69648 -1.46566 1.59 0.88 -0.45
N 1.20390 -0.84652 -0.48037 3.05 1.38 1.11
C 1.87894 -0.34468 0.59240 1.09 0.93 0.64
N 3.08571 0.16048 0.32199 -1.79 -0.92 -0.20
C 4.20999 1.25552 -2.84836 -0.24 0.79 -0.66
C 5.15467 1.29471 -3.88580 -0.17 0.06 0.00
C 5.04606 2.22846 -4.91713 -0.30 0.06 0.38
C 3.98732 3.13671 -4.93120 0.14 -0.02 -0.15
C 3.03060 3.13011 -3.90938 0.88 -0.49 -0.06
C 3.17010 2.20176 -2.86096 0.07 -0.28 0.03
C 1.90058 4.04868 -3.96466 -0.68 0.85 -0.37
N 1.63982 5.04487 -4.78673 0.22 -1.33 1.14
N 0.37979 5.51011 -4.45162 -0.46 -1.09 1.32
C -0.03916 4.76390 -3.44980 0.84 0.32 -0.76
O 0.88512 3.82564 -3.07448 0.02 0.73 -0.88
C -1.31350 4.74171 -2.74378 -0.79 0.05 0.49
C -2.38937 5.50751 -3.20703 -0.36 0.11 -0.02
C -3.62835 5.45196 -2.56546 0.45 -0.16 0.05
C -3.80832 4.62802 -1.45320 0.18 -0.08 -0.07
C -2.74952 3.85340 -0.96241 0.10 0.62 -0.76
C -2.94368 2.97578 0.25258 -0.03 0.48 0.10
N -2.63495 1.58228 -0.01580 1.68 -0.47 0.70
C -1.46089 0.93831 0.22377 -0.61 2.79 -2.58
N -1.56311 -0.31897 -0.13706 -2.43 1.42 -1.97
C -2.85383 -0.40254 -0.57594 -2.10 0.93 -0.24
N -3.55945 0.73125 -0.50325 1.59 -1.46 0.11
C -1.50372 3.93346 -1.60949 -0.28 -0.06 0.04
H 4.76290 -0.70578 -2.14157 0.15 0.30 0.00
H 5.13095 0.62542 -1.01897 -0.31 -0.24 0.04
H 1.91412 -0.99313 -2.49515 -0.09 0.03 0.10
H 1.47298 -0.33926 1.59576 0.06 0.17 -0.20
H 5.99101 0.59715 -3.89846 -0.20 0.04 0.06
H 5.78441 2.24664 -5.71580 -0.17 -0.01 0.18
H 3.90794 3.84827 -5.75230 -0.10 -0.13 0.25
H 2.44537 2.21749 -2.04704 0.12 -0.04 -0.19
H -2.27338 6.14253 -4.08426 0.10 -0.19 0.20
H -4.45949 6.04365 -2.94255 0.19 -0.12 0.08
H -4.78792 4.59027 -0.97954 0.20 -0.06 -0.02
H -3.97607 3.01305 0.61887 0.24 0.00 -0.18
H -2.29210 3.31785 1.06516 -0.05 -0.17 -0.10
H -0.58562 1.41914 0.63534 -0.07 0.17 -0.37
H -3.29286 -1.31739 -0.95243 -0.21 0.87 0.24
H -0.66855 3.34308 -1.23582 -0.10 0.09 -0.09
H -0.58211 -1.46387 -2.13677 2.99 1.06 -0.63
```
Forces are in eV/Å.

# 2
Entry from the OMol25 dataset: a structure of composition C39H31GeN3O5PdS2 (the ωB97M-V functional and the def2-TZVPD basis).

## Properties
LUMO energy (spin up / spin down) = 1.95 / 1.87 eV
Energy relative to the best compared isomer or geometry (same formula, charge and spin) = 0.0 kcal/mol
Electronic energy = -5046.49757 a.u.
Multiplicity = 2
Total charge = -1
HOMO level (spin up / spin down) = -0.1683 / -0.1809 Eh
<S²> = 0.756

```
82
Properties=species:S:1:pos:R:3:forces:R:3
Pd -1.02276 -0.06476 -0.07086 -0.97 0.09 0.16
C -2.07578 -3.99713 -2.81452 0.01 -0.01 -0.02
O -0.75215 -3.62844 -3.18279 -0.01 -0.02 0.03
C -0.58162 -2.34661 -3.63544 -0.03 0.06 0.00
C 0.03951 -2.16402 -4.84529 -0.01 0.01 -0.02
C 0.27099 -0.87900 -5.35822 0.00 -0.04 -0.02
C -0.15632 0.21114 -4.64267 0.00 0.06 0.02
C -0.75566 0.06615 -3.37911 0.03 -0.06 0.06
C -1.22176 1.26033 -2.70845 -0.22 -0.06 0.03
N -1.49277 1.35046 -1.45421 0.47 -0.07 0.00
N -2.08340 2.51157 -1.00909 0.02 0.21 -0.08
C -2.34354 2.48474 0.28043 -0.02 -0.01 0.04
O -2.13224 1.53058 1.09545 0.14 0.03 -0.15
C -2.94496 3.74280 0.83230 -0.02 0.00 0.08
C -2.98094 4.92757 0.10197 -0.02 -0.02 -0.04
C -3.52072 6.07599 0.66009 -0.01 0.01 0.01
C -4.03356 6.05231 1.95110 0.01 -0.02 -0.01
C -3.99995 4.87319 2.68261 0.00 0.00 -0.01
C -3.45344 3.72505 2.12723 0.03 0.01 0.00
C -0.95081 -1.23265 -2.81791 -0.15 0.13 -0.18
O -1.46867 -1.44468 -1.65579 0.28 -0.22 0.03
H -2.04117 -5.06437 -2.59721 0.01 0.00 0.00
H -2.76914 -3.82277 -3.64482 0.01 0.00 -0.01
H -2.41499 -3.44870 -1.93783 0.00 0.02 0.01
H 0.34739 -3.04707 -5.39255 0.00 0.01 0.01
H 0.75997 -0.75788 -6.31584 0.00 0.01 0.01
H -0.01821 1.21299 -5.03572 0.00 -0.01 0.00
H -1.43014 2.14934 -3.30452 0.01 -0.04 -0.04
H -2.58264 4.92896 -0.90354 0.00 0.01 0.00
H -3.53992 6.99536 0.08759 0.00 0.00 0.00
H -4.45473 6.95070 2.38567 0.00 0.00 0.00
H -4.39676 4.84908 3.69022 0.00 0.00 0.00
H -3.40143 2.79927 2.68466 0.00 0.00 0.00
O 2.39019 -4.98021 0.77551 -0.01 0.04 0.00
S 1.42920 -4.48153 -0.17280 -0.05 -0.18 0.00
O 1.80425 -4.46144 -1.55439 -0.05 0.01 -0.03
N 0.89510 -2.99972 0.31490 0.03 -0.13 0.13
C -0.28916 -3.06579 0.83371 0.16 0.32 -0.20
S -1.07762 -1.72425 1.56665 0.16 -0.10 0.05
C -0.95178 -4.39870 0.72912 -0.06 -0.18 0.00
C -2.23530 -4.76029 1.09640 0.00 0.01 -0.02
C -2.65823 -6.05447 0.81450 -0.02 0.00 0.01
C -1.81788 -6.96041 0.17544 0.01 0.01 0.00
C -0.52547 -6.59640 -0.19071 0.03 -0.05 -0.02
C -0.12327 -5.31277 0.10080 0.05 0.19 0.05
H -2.88696 -4.03643 1.56805 0.00 0.00 0.00
H -3.66118 -6.36019 1.08461 0.00 0.00 0.00
H -2.17623 -7.95821 -0.04428 0.01 0.00 0.00
H 0.13503 -7.29012 -0.69429 0.00 0.00 0.00
C 2.07945 -0.81353 -1.68213 0.09 0.06 0.10
Ge 1.34757 0.27144 -0.22859 0.04 -0.12 0.09
C 1.91276 2.12914 -0.58903 0.09 -0.05 -0.01
C 3.30210 2.27393 -0.64822 0.02 0.01 0.00
C 3.89116 3.50800 -0.88235 -0.05 0.03 -0.01
C 3.09238 4.63040 -1.06164 0.01 -0.04 0.01
C 1.71301 4.50275 -1.00175 -0.01 -0.01 0.00
C 1.12773 3.26287 -0.76795 0.00 0.00 0.00
C 2.13808 -0.12995 1.52253 0.03 0.03 -0.06
C 3.05241 -1.14329 1.63330 0.01 0.02 -0.06
C 3.69292 -1.42578 2.85965 0.03 0.00 0.06
C 3.41631 -0.67994 3.96681 0.02 -0.03 -0.02
C 2.47164 0.37409 3.90656 -0.07 0.04 -0.10
C 2.14902 1.14480 5.05037 0.00 0.00 0.01
C 1.20713 2.13158 4.98906 0.02 -0.01 0.03
C 0.53692 2.39169 3.77562 -0.02 0.00 -0.03
C 0.83719 1.67185 2.65487 0.04 -0.02 0.02
C 1.81817 0.64826 2.67697 0.01 -0.03 0.08
H 3.14085 -0.98476 -1.48158 -0.02 0.00 0.01
H 1.98973 -0.26943 -2.62174 -0.05 0.00 0.00
H 1.58446 -1.77718 -1.75646 0.00 0.02 -0.02
H 3.94375 1.40998 -0.49837 -0.01 0.01 0.00
H 4.97041 3.59283 -0.92099 0.00 0.00 0.00
H 3.54363 5.59849 -1.24227 0.00 0.00 0.00
H 1.07956 5.37210 -1.13348 0.01 0.00 0.00
H 0.04864 3.19846 -0.72696 0.00 0.01 0.00
H 3.28246 -1.76747 0.77860 -0.02 0.01 0.00
H 4.39751 -2.24674 2.90968 0.00 0.01 0.01
H 3.90255 -0.88952 4.91335 0.00 -0.01 0.00
H 2.65952 0.92680 5.98225 0.00 0.00 0.00
H 0.96410 2.70847 5.87316 0.00 0.00 0.00
H -0.23026 3.15504 3.73178 0.01 0.00 -0.01
H 0.28880 1.86612 1.74277 -0.01 0.01 0.00
```
Forces are in eV/Å.

# 3
Entry from the OMol25 dataset: a structure of composition C39H31N6O4V in a non-equilibrium geometry (the ωB97M-V functional and the def2-TZVPD basis).

## Properties
LUMO energy (spin up / spin down) = -3.47 / -3.66 eV
Energy relative to the best compared isomer or geometry (same formula, charge and spin) = 16.8 kcal/mol
Electronic energy = -3077.87151 a.u.
Multiplicity = 2
Total charge = +1
HOMO level (spin up / spin down) = -0.3704 / -0.3708 Eh
<S²> = 0.759

```
81
Properties=species:S:1:pos:R:3:forces:R:3
V 0.26034 0.20936 -0.56908 1.17 -0.95 1.23
C -1.26664 -3.38012 0.48063 0.06 0.07 0.05
C -2.18200 -2.40200 1.24163 0.16 0.15 -0.10
C -1.98587 -2.62612 2.71387 -0.12 0.16 0.21
C -2.34074 -1.79965 3.70266 0.44 -0.68 -0.08
C -3.05918 -0.55687 3.62323 -0.27 0.56 -0.47
C -3.35264 0.24372 2.57446 -0.27 0.00 0.97
C -4.25112 1.42913 2.77749 -0.01 0.00 0.03
C -2.84023 0.09264 1.22540 0.31 0.00 -0.70
N -3.25541 0.90985 0.34959 -0.35 -0.24 1.03
C -3.09759 1.32051 -0.90536 0.11 0.45 -0.49
O -3.82703 1.09673 -1.84743 0.07 0.05 -0.05
C -2.01319 2.38443 -1.02134 -0.41 -0.04 -0.38
C -2.30873 3.66379 -1.48866 0.21 -0.14 0.04
C -1.28160 4.58406 -1.61881 -0.09 -0.20 0.17
C 0.00828 4.22187 -1.24468 0.24 -0.46 0.08
C 0.20333 2.93381 -0.77227 -0.23 1.04 -0.41
N -0.78253 2.03592 -0.68701 0.13 0.55 0.02
C 1.45648 2.36911 -0.23359 0.76 0.62 0.05
O 2.62464 2.77703 -0.71723 -0.72 0.50 0.45
N 1.28346 1.50864 0.70712 -0.07 0.35 0.07
C 2.44521 0.92512 1.30741 0.58 -0.77 0.28
C 2.67308 1.30772 2.73848 0.14 0.11 0.31
C 1.77256 2.34956 3.32250 0.05 -0.04 0.03
C 3.66655 0.74656 3.44440 -0.57 0.44 -0.01
C 4.61094 -0.26295 3.01297 0.37 -0.47 -0.34
C 4.71410 -0.85309 1.81594 0.05 0.16 0.35
C 3.85406 -0.57344 0.61881 -0.24 -0.22 -0.51
C 4.24681 -1.44011 -0.56319 -0.18 0.01 0.16
H -1.36970 -4.37624 0.90285 -0.01 -0.07 0.09
H -0.22689 -3.06039 0.56262 0.06 -0.06 0.02
H -1.52753 -3.44307 -0.57115 0.05 -0.03 0.03
H -1.52742 -3.56879 2.97912 0.07 -0.08 0.09
H -2.14043 -2.13098 4.71305 0.04 -0.06 0.05
H -3.46395 -0.24855 4.57962 -0.10 0.10 -0.01
H -4.64015 1.45606 3.79084 -0.01 -0.01 0.06
H -5.08460 1.38643 2.07942 -0.09 0.05 -0.02
H -3.71547 2.35733 2.58131 -0.01 0.09 -0.03
H -3.32715 3.90599 -1.74220 -0.12 0.00 -0.07
H -1.48219 5.58032 -1.98366 -0.01 0.06 -0.02
H 0.83823 4.90658 -1.30873 0.08 0.06 -0.03
H 0.73144 2.02074 3.30913 -0.03 0.05 -0.01
H 1.83670 3.27159 2.74185 -0.08 0.09 0.00
H 2.05874 2.56883 4.34712 -0.01 0.02 0.06
H 3.79030 1.07405 4.46747 -0.06 0.06 0.08
H 5.31789 -0.56295 3.77380 0.08 -0.09 0.02
H 5.48484 -1.59354 1.66735 0.15 -0.13 0.06
H 5.10131 -1.00907 -1.07804 0.18 -0.02 -0.12
H 3.42372 -1.55059 -1.26412 0.07 -0.01 -0.05
H 4.52393 -2.42682 -0.19989 0.04 -0.14 -0.06
O 1.16760 -2.48157 -7.18431 1.55 0.78 -0.38
C 0.15785 -2.96817 -6.95497 0.03 -0.11 -0.03
O -0.84595 -3.46069 -6.71436 -1.56 -0.73 0.33
C -0.31012 -0.99407 -4.84325 -0.05 0.16 0.48
C -1.38342 -1.31666 -4.05973 -0.32 -0.13 0.47
C -1.22638 -1.07618 -2.68160 -0.24 -0.19 -0.80
N -0.08468 -0.53762 -2.28588 -0.23 -0.16 -1.82
C 0.93080 -0.17494 -3.05608 0.13 -0.31 -1.25
C 0.86850 -0.42514 -4.43646 0.43 0.16 0.33
C 1.77158 0.48427 -2.08454 0.28 0.56 0.31
C 3.03440 0.87222 -2.05349 -0.05 0.14 -0.30
C 3.56323 1.67364 -0.88476 0.38 -0.58 -0.11
C 3.74886 0.96899 0.46611 0.14 0.39 -0.06
C 2.34348 -0.63139 1.06640 1.36 0.56 1.54
N 1.35951 -0.79068 0.12763 -0.93 -0.34 -0.73
C -2.03542 -1.28535 -1.48340 -1.45 -0.77 -0.57
C -3.26269 -1.90141 -1.50464 1.20 0.55 -0.47
C -4.05456 -2.36069 -0.40927 -0.22 -0.22 0.67
C -3.61565 -2.59493 0.83969 -0.12 -0.03 -0.28
C -1.75579 -0.93150 0.89706 0.00 -0.03 0.46
N -1.31221 -0.78062 -0.43820 -1.15 -0.46 0.35
H -2.29640 -1.71825 -4.46661 -0.14 -0.11 -0.02
H 1.67549 -0.18092 -5.10903 0.07 0.07 -0.05
H 3.71999 0.72898 -2.88443 -0.02 -0.04 -0.03
H 4.49846 2.16096 -1.17035 -0.22 -0.04 0.07
H 4.55334 1.48431 0.99622 -0.10 -0.03 -0.10
H 2.17585 -1.24684 1.95986 0.00 0.05 -0.12
H -3.69276 -2.06406 -2.48300 0.12 -0.02 -0.14
H -5.08387 -2.59787 -0.64676 -0.06 0.04 0.07
H -4.29605 -2.94659 1.60104 -0.17 -0.04 0.02
H -0.88998 -0.67942 1.54543 -0.25 -0.03 0.02
```
Forces are in eV/Å.

Which value of total charge does entry 2 give? -1